(1)
Below is the molecule C7H14O2 at a distorted geometry, with properties calculated with ωB97M-V with the def2-TZVPD basis set.

Computed properties:
orbital gap	10.4	eV
ΔE to the lowest compared entry with this formula, charge and spin	27.6	kcal/mol
LUMO energy	0.78	eV
molar mass	130.19	g/mol
charge	0
structure (SMILES)	C=C[C@@H](C)[C@](C)(O)CO

CARTESIAN COORDINATES (ANGSTROEM)
C 1.53657 -1.90843 -0.89466
C 0.26755 -1.61073 -1.10568
C -0.62097 -0.68858 -0.18296
C -0.91216 -1.46382 1.10422
C 0.05732 0.66620 0.02501
C 0.53920 1.28585 -1.28249
O 1.16094 0.63016 0.90209
C -1.03822 1.65762 0.67558
O -0.42112 2.87083 1.01024
H 2.08045 -2.57744 -1.54322
H 2.10662 -1.46690 -0.09274
H -0.26326 -2.06967 -1.93084
H -1.56073 -0.50411 -0.70956
H -1.57827 -0.91374 1.76615
H 0.00669 -1.71295 1.63224
H -1.39895 -2.40341 0.85132
H 1.44659 0.78922 -1.61233
H -0.22409 1.18644 -2.04875
H 0.75020 2.34096 -1.12346
H 0.90364 0.16044 1.70452
H -1.83214 1.87675 -0.03994
H -1.47717 1.20243 1.57579
H 0.47133 2.65288 1.31949

=====

(2)
Below is a structure of composition C39H31Cl5N6O8SbSiW at a distorted geometry, with properties calculated with ωB97M-V with the def2-TZVPD basis set.

Computed properties:
orbital gap (spin up / spin down)	6.0 / 6.0	eV
2S+1	3
ΔE to the lowest compared entry with this formula, charge and spin	42.1	kcal/mol
LUMO energy (spin up / spin down)	-4.08 / -4.14	eV
molar mass	1222.66	g/mol
charge	+1

CARTESIAN COORDINATES (ANGSTROEM)
W -1.28451 -1.06577 -0.26550
C -2.58781 1.77211 -1.99437
C -1.67780 0.91212 -2.80802
C -1.21145 1.39648 -4.01757
C -0.41371 0.61566 -4.84179
C -0.10206 -0.65917 -4.39488
C -0.58768 -1.09799 -3.18298
N -1.37674 -0.34731 -2.35430
Sb -0.65865 -3.26799 -2.91027
C -2.70767 -2.80889 -2.25235
C -3.79712 -3.12967 -3.03575
C -5.06492 -3.13318 -2.46918
C -5.13831 -3.07103 -1.07944
C -4.01475 -2.80137 -0.33064
C -4.00640 -3.00526 1.14818
N -2.82164 -2.45047 -0.92780
C 0.02197 -3.84687 -0.87813
C 0.88421 -4.93072 -0.88442
C 1.30508 -5.46726 0.32293
C 0.74832 -4.95187 1.47711
C -0.15458 -3.89303 1.42033
C -0.83238 -3.51509 2.70092
N -0.47596 -3.29848 0.24893
H -2.96307 2.58626 -2.60929
H -2.03643 2.21797 -1.16424
H -3.44794 1.21112 -1.62136
H -1.50744 2.38407 -4.33312
H -0.08430 0.96729 -5.80296
H 0.49145 -1.33803 -4.99086
H -3.64369 -3.36226 -4.08129
H -5.94875 -3.28077 -3.06489
H -6.06709 -3.28144 -0.57439
H -4.01093 -4.07864 1.34518
H -4.89038 -2.58786 1.62265
H -3.11053 -2.57498 1.59527
H 1.21101 -5.34212 -1.83136
H 2.01347 -6.28038 0.36346
H 0.98834 -5.37858 2.43768
H -0.10184 -3.49401 3.50678
H -1.56688 -4.28505 2.94787
H -1.33442 -2.55116 2.66151
O 1.71226 -1.14909 1.83081
C 0.65013 -0.69589 2.20010
O -0.46539 -0.87143 1.54481
C 0.41357 0.05599 3.48739
C 0.55414 -0.60109 4.70051
C 0.16845 0.03317 5.87447
C -0.30122 1.33616 5.87701
C -0.40844 1.98604 4.65600
C -0.09388 1.35065 3.46177
N -0.89459 3.36091 4.63377
O -0.98592 3.89934 3.55471
O -1.15731 3.86326 5.69727
N 0.21262 -0.71654 7.12246
O 0.43483 -1.90216 7.03565
O 0.00614 -0.10488 8.13853
H 0.94124 -1.60688 4.75380
H -0.60459 1.82346 6.79463
H -0.24063 1.87203 2.52679
Cl 4.64711 4.09107 -0.72817
C 4.70384 3.40071 -2.31864
C 5.95208 3.30973 -2.91553
C 6.08638 2.81883 -4.20001
C 4.96418 2.41477 -4.90256
C 3.73101 2.49790 -4.29186
Cl 2.33464 1.97112 -5.16639
C 3.54240 2.98655 -2.98996
N 2.24897 3.02431 -2.48938
C 1.95883 3.19886 -1.12326
C 1.38399 4.37321 -0.64791
C 1.21757 4.56561 0.71102
C 1.64607 3.59560 1.59984
C 2.11116 2.38299 1.12323
C 2.23461 2.15384 -0.23781
C 2.46647 0.75054 -0.72505
C 1.12306 0.06890 -0.70497
O 0.95513 -1.14564 -1.01836
O 0.08155 0.71639 -0.36122
H 6.81366 3.65135 -2.36222
H 7.05847 2.75279 -4.65652
H 5.04645 2.03875 -5.91051
H 1.56276 3.36735 -3.14886
H 1.10723 5.14682 -1.35032
H 0.77076 5.47243 1.08569
H 1.60071 3.77964 2.66120
H 2.37257 1.59123 1.80877
H 3.12723 0.18963 -0.06144
H 2.87711 0.69733 -1.73341
Cl -3.02182 -0.25938 3.11356
Si -2.98869 0.33833 1.07915
Cl -5.02957 0.26672 0.52702
Cl -2.66335 2.37228 1.34675

=====

(3)
Below is a cluster of 18 separate species, C41H67ClFN20 in total at a distorted geometry, with properties calculated with ωB97M-V with the def2-TZVPD basis set.

Computed properties:
orbital gap	8.8	eV
LUMO energy	-2.95	eV
molar mass	894.58	g/mol
charge	+1

CARTESIAN COORDINATES (ANGSTROEM)
C 3.25840 -1.24258 3.34341
C 3.27894 -2.38629 2.12764
C 1.83080 -2.49399 1.36483
N 1.77698 -1.84937 -0.00279
C 2.30210 -0.42993 -0.00717
C 1.39787 0.63033 0.88754
N 1.73680 2.08575 0.65319
F 1.97889 2.79649 1.80025
C 2.89510 2.33518 -0.28574
C 2.97576 1.33365 -1.58001
Cl 2.40664 2.20162 -3.15642
N 2.16633 0.06168 -1.46372
H 3.78794 -0.23688 2.98233
H 3.80773 -1.71015 4.27550
H 2.13295 -1.01060 3.65389
H 3.51349 -3.41305 2.68707
H 4.19124 -2.16539 1.41700
H 1.63503 -3.65844 1.19030
H 1.00530 -2.13590 2.11303
H 2.24526 -2.44748 -0.74332
H 3.45935 -0.34609 0.23303
H 1.36046 0.33623 2.03590
H 0.27823 0.48759 0.49975
H 0.89001 2.55650 0.21214
H 3.94208 2.39891 0.28428
H 2.73270 3.43282 -0.72604
H 4.11886 1.08204 -1.75424
H 1.14389 0.30020 -1.62200
C -1.63082 -5.12378 -0.27593
C -0.94079 -4.86243 1.05299
N -0.36833 -4.64555 2.15537
H -0.90065 -5.08574 -1.08897
H -2.09989 -6.11144 -0.26444
H -2.39974 -4.36645 -0.45207
C 2.79349 5.98867 -2.43303
C 2.27433 6.83611 -3.58316
N 1.84358 7.53906 -4.53724
H 2.67576 4.92751 -2.66905
H 3.85266 6.20023 -2.26267
H 2.23405 6.21489 -1.52107
C -5.13053 -2.95922 1.23386
C -4.71435 -3.26319 -0.19613
N -4.36904 -3.51539 -1.38236
H -4.34206 -2.39529 1.73974
H -6.04974 -2.36705 1.23664
H -5.30611 -3.89178 1.77730
C -3.91186 -6.07347 4.26431
C -5.16922 -5.22511 4.16520
N -6.21224 -4.52131 4.08307
H -3.90894 -6.62694 5.20732
H -3.87537 -6.78416 3.43413
H -3.02612 -5.43340 4.22428
C -5.71948 -2.17428 -4.44855
C -6.97684 -1.32593 -4.54766
N -8.01986 -0.62213 -4.62980
H -5.71656 -2.72776 -3.50554
H -5.68299 -2.88498 -5.27873
H -4.83374 -1.53422 -4.48859
C -2.22198 4.55329 -0.85550
C -1.31986 3.33636 -0.98093
N -0.57146 2.32689 -1.08506
H -2.74872 4.72564 -1.79808
H -2.95628 4.39264 -0.06139
H -1.62460 5.43699 -0.61460
C 5.26743 7.57638 0.90950
C 5.68361 7.27241 -0.52049
N 6.02892 7.02022 -1.70671
H 6.05590 8.14032 1.41538
H 4.34823 8.16856 0.91228
H 5.09186 6.64383 1.45294
C 6.96690 0.28588 0.30353
C 6.51420 -0.29257 1.63429
N 6.13858 -0.77239 2.73822
H 6.76182 1.35953 0.27461
H 8.04050 0.12474 0.17298
H 6.43148 -0.20118 -0.51618
C -7.21473 -8.59569 2.84437
C -5.85216 -9.24555 3.02201
N -4.72183 -9.78461 3.16945
H -7.14958 -7.52674 3.06508
H -7.55862 -8.72642 1.81468
H -7.93858 -9.05592 3.52265
C -5.99581 1.30859 2.09764
C -4.82346 0.46778 1.61900
N -3.85088 -0.22966 1.22196
H -6.01777 2.25924 1.55782
H -6.93393 0.77595 1.91918
H -5.89831 1.50912 3.16820
C 9.64469 5.79973 -0.00932
C 8.97625 6.98374 0.67022
N 8.42166 7.96589 1.23394
H 9.07842 5.51229 -0.89945
H 10.66293 6.06618 -0.30566
H 9.68463 4.94956 0.67729
C 5.85807 -0.26742 6.32236
C 6.54810 -0.00607 7.65128
N 7.12055 0.21081 8.75366
H 6.58824 -0.22938 5.50932
H 5.38900 -1.25508 6.33385
H 5.08915 0.48991 6.14623
C -1.71395 -0.73989 -4.20523
C -2.04764 -1.39143 -5.53738
N -2.32437 -1.93189 -6.64250
H -1.47317 0.31592 -4.35654
H -2.56913 -0.81666 -3.52819
H -0.85403 -1.23971 -3.75076
C 8.31955 -3.13934 -1.89192
C 7.06220 -2.29098 -1.99103
N 6.01918 -1.58719 -2.07317
H 8.32248 -3.69282 -0.94891
H 8.35605 -3.85004 -2.72210
H 9.20529 -2.49928 -1.93196
C -8.26378 -5.42048 0.55983
C -6.90121 -6.07034 0.73747
N -5.77088 -6.60939 0.88491
H -8.19863 -4.35152 0.78054
H -8.60767 -5.55120 -0.46986
H -8.98763 -5.88071 1.23811
C 1.11532 8.62353 0.44963
C -0.27760 8.31371 -0.07406
N -1.43313 8.05679 -0.50848
H 1.04594 9.22046 1.36313
H 1.64554 7.69332 0.67146
H 1.67939 9.18470 -0.30052
C -9.05431 0.78433 -7.62572
C -10.31166 1.63269 -7.72483
N -11.35469 2.33648 -7.80697
H -9.05139 0.23085 -6.68271
H -9.01781 0.07363 -8.45590
H -8.16857 1.42439 -7.66576